A:
Entry from the Open Molecules 2025 dataset: a cluster of 13 separate species, H26O13 in total (ωB97M-V/def2-TZVPD).

```
39
Properties=species:S:1:pos:R:3:mulliken_charge:R:1
O 2.008 -1.315 1.207 -0.7029
H 1.260 -1.125 1.742 0.2967
H 1.909 -2.268 0.932 0.2933
O 1.520 0.429 -2.706 -0.6246
H 1.968 0.614 -1.874 0.4244
H 2.123 0.497 -3.450 0.2423
O -0.547 3.157 -1.186 -0.6123
H -1.125 2.526 -0.770 0.3779
H -0.981 4.014 -1.341 0.2854
O -1.865 -0.394 -2.377 -0.6221
H -2.815 -0.143 -2.423 0.2775
H -1.726 -0.691 -1.496 0.2653
O 0.020 1.735 1.600 -0.7286
H -0.213 2.636 1.348 0.2366
H -0.803 1.392 1.937 0.4388
O -2.504 1.068 2.257 -0.6938
H -2.656 1.830 2.753 0.2390
H -3.364 0.638 2.290 0.3101
O -0.449 -0.468 0.174 -0.1514
H -0.201 0.387 0.566 0.1963
H 0.335 -1.009 0.037 0.1785
O 1.590 -2.135 -1.703 -0.6413
H 2.379 -2.261 -2.267 0.2692
H 1.040 -1.555 -2.229 0.3358
O -0.009 -4.135 -1.087 -0.6607
H -0.094 -4.618 -1.899 0.2786
H 0.284 -3.239 -1.346 0.3994
O 2.965 0.695 -0.299 -0.7194
H 3.714 0.333 -0.711 0.2993
H 2.562 -0.023 0.217 0.4312
O 2.661 1.528 2.749 -0.6226
H 1.790 1.407 2.364 0.3313
H 2.965 2.359 2.389 0.2974
O -2.732 1.633 -0.334 -0.6614
H -3.020 0.759 -0.585 0.2068
H -2.834 1.650 0.608 0.4283
O -2.024 -1.818 1.734 -0.6670
H -1.460 -1.464 1.065 0.4840
H -1.672 -2.626 2.114 0.2845
```

The HOMO energy is -10.541 eV. The spin multiplicity is 1.

---

B:
Entry from the Open Molecules 2025 dataset: a cluster of 13 separate species, H26O13 in total (ωB97M-V/def2-TZVPD).

```
39
Properties=species:S:1:pos:R:3:mulliken_charge:R:1
O 1.381 2.177 -0.898 -0.5644
H 1.867 2.380 -1.723 0.2614
H 2.103 2.273 -0.178 0.3516
O -1.710 0.657 1.178 -0.5985
H -1.028 0.144 1.643 0.2424
H -2.301 -0.105 1.207 0.3032
O 1.422 -0.405 -1.360 -0.5858
H 1.443 -0.120 -2.266 0.3069
H 0.542 -0.339 -0.922 0.2161
O -0.942 -2.774 1.687 -0.6370
H -1.809 -3.132 1.888 0.3232
H -1.227 -2.111 1.017 0.3005
O 3.345 -2.248 -1.960 -0.6484
H 3.710 -2.104 -1.074 0.2708
H 2.724 -1.477 -1.952 0.4269
O -2.439 -1.397 -0.933 -0.6814
H -2.202 -0.523 -1.385 0.3427
H -1.729 -1.979 -1.208 0.3174
O 0.181 -2.041 -2.634 -0.4954
H 0.242 -2.193 -3.576 0.2648
H 0.374 -2.936 -2.304 0.2976
O -0.462 4.439 0.895 -0.6233
H 0.026 3.668 1.032 0.3506
H -0.788 4.514 0.004 0.3057
O -2.707 2.563 2.603 -0.6441
H -2.737 1.595 2.590 0.3709
H -2.086 2.706 1.834 0.3533
O 2.350 -0.444 2.232 -0.5713
H 1.650 -0.973 2.598 0.2927
H 3.057 -1.051 1.936 0.2942
O -2.647 1.939 -1.299 -0.5514
H -3.487 2.011 -0.841 0.3010
H -2.653 2.418 -2.143 0.2545
O 1.687 2.538 1.815 -0.6783
H 1.015 1.960 1.470 0.2480
H 2.430 1.952 1.916 0.2995
O 0.101 -3.741 -0.538 -0.5734
H 0.363 -3.679 0.388 0.2417
H 0.943 -4.163 -0.739 0.3151
```

The HOMO energy is -10.201 eV. The spin multiplicity is 1.

---

C:
Entry from the Open Molecules 2025 dataset: a cluster of 13 separate species, H26O13 in total (ωB97M-V/def2-TZVPD).

```
39
Properties=species:S:1:pos:R:3:mulliken_charge:R:1
O 36.057 40.662 39.006 -0.6011
H 36.580 40.635 38.184 0.3233
H 35.368 39.959 39.044 0.2241
O 30.747 42.994 37.022 -0.6557
H 31.688 42.814 37.114 0.3282
H 30.482 42.160 36.613 0.3089
O 35.640 44.502 40.922 -0.6551
H 36.400 44.335 41.461 0.3625
H 35.646 44.177 40.066 0.4172
O 36.557 43.342 38.485 -0.5937
H 36.119 42.530 38.173 0.2281
H 36.528 44.048 37.949 0.2702
O 34.267 38.630 39.372 -0.7112
H 33.911 38.778 38.526 0.3490
H 33.620 39.018 39.925 0.3126
O 30.878 42.292 41.480 -0.6212
H 29.996 41.713 41.564 0.2786
H 31.748 41.745 41.106 0.3234
O 34.125 42.557 36.862 -0.5903
H 33.841 42.689 37.722 0.3343
H 33.781 43.357 36.698 0.4525
O 33.684 42.293 39.406 -0.2092
H 34.351 41.581 39.358 0.0476
H 32.943 41.838 39.031 0.2939
O 37.625 42.377 41.075 -0.6680
H 37.121 41.864 40.390 0.3853
H 37.072 42.406 41.940 0.2524
O 32.453 44.418 39.838 -0.7102
H 33.112 43.804 39.502 0.3501
H 32.336 44.125 40.674 0.3086
O 31.187 41.181 38.849 -0.6966
H 31.015 40.423 39.561 0.2415
H 30.237 41.587 38.747 0.3761
O 33.615 40.288 42.380 -0.6833
H 33.685 41.282 42.203 0.4444
H 33.461 40.419 43.331 0.2748
O 34.438 42.607 42.264 -0.6291
H 35.078 42.453 43.005 0.2956
H 34.903 43.386 41.705 0.2415
```

The HOMO energy is -10.390 eV. The spin multiplicity is 1.

---

D:
Entry from the Open Molecules 2025 dataset: a cluster of 13 separate species, H26O13 in total (ωB97M-V/def2-TZVPD).

```
39
Properties=species:S:1:pos:R:3:mulliken_charge:R:1
O -0.559 2.441 1.056 -0.5173
H -0.207 3.303 0.731 0.2390
H -1.519 2.482 0.993 0.2785
O -1.256 2.250 -2.392 -0.6471
H -1.974 2.524 -1.784 0.3227
H -0.675 1.926 -1.764 0.3144
O 0.918 -0.567 2.566 -0.6679
H 1.342 0.045 2.035 0.3634
H 1.595 -0.893 3.197 0.3212
O 1.652 2.225 -1.289 -0.6158
H 1.845 1.822 -0.408 0.2731
H 1.870 3.150 -1.069 0.3158
O -2.310 -2.055 0.789 -0.7111
H -1.461 -2.386 1.038 0.4526
H -2.202 -1.604 -0.006 0.2293
O 2.193 1.309 1.221 -0.6891
H 3.080 1.178 1.496 0.2441
H 2.064 2.166 1.657 0.2939
O -0.883 1.679 3.933 -0.6370
H -0.187 1.404 4.504 0.3017
H -0.739 1.084 3.175 0.3251
O -2.712 -0.441 -1.658 -0.7795
H -3.034 0.199 -2.260 0.3261
H -1.978 -0.091 -1.154 0.4416
O 0.369 -2.857 1.353 -0.7727
H 0.656 -1.991 1.630 0.4784
H 0.469 -2.860 0.384 0.3304
O -0.045 -3.450 -1.245 -0.6465
H -0.171 -2.631 -1.766 0.2836
H -0.011 -4.078 -1.966 0.3226
O -0.630 0.118 -0.265 0.4390
H 0.307 -0.012 -0.384 -0.0959
H -0.664 0.947 0.189 0.0149
O 1.958 -1.152 -0.677 -0.5226
H 2.723 -0.632 -0.901 0.2412
H 1.855 -1.822 -1.308 0.2402
O -0.395 -1.262 -3.148 -0.6926
H 0.057 -0.423 -3.223 0.2886
H -1.342 -1.045 -3.291 0.3135
```

The HOMO energy is -9.278 eV. The spin multiplicity is 1.

---

Preferred: A; penalty for the next structure: 0.103 eV.

---

A:
Entry from the Open Molecules 2025 dataset: a cluster of 13 separate species, H26O13 in total (ωB97M-V/def2-TZVPD).

```
39
Properties=species:S:1:pos:R:3:mulliken_charge:R:1
H -0.193 0.858 0.696 0.2564
H -0.821 -0.456 0.519 0.2581
H -1.751 -2.406 -1.961 0.3184
H -0.446 -3.092 -2.083 0.2794
H 3.261 -1.620 -0.972 0.3788
H 1.953 -2.500 -0.824 0.3016
H 2.177 0.742 -0.222 0.3287
H 1.029 0.905 -1.203 0.1304
H -2.399 -3.650 1.836 0.3150
H -2.990 -2.915 2.917 0.3049
H -1.760 0.587 -1.509 0.3088
H -1.194 -0.600 -1.159 0.4809
H -3.571 -1.401 -0.234 0.2995
H -3.922 -0.319 -1.309 0.3583
H 2.759 3.077 1.500 0.3213
H 4.349 3.091 1.335 0.3149
H -1.251 2.483 2.837 0.2736
H -2.038 3.573 3.270 0.3337
H -0.429 2.253 -1.978 0.2719
H -1.232 2.644 -3.173 0.2686
H -3.222 3.783 -0.319 0.3013
H -1.819 3.001 -0.171 0.2850
H 2.914 -2.823 0.934 0.4149
H 2.653 -3.029 2.522 0.2778
H 4.753 0.406 -0.564 0.2903
H 3.685 -0.032 -1.610 0.3896
O -0.027 -0.006 0.259 -0.5222
O -0.928 -2.492 -1.435 -0.6059
O 2.477 -1.850 -0.373 -0.6692
O 1.855 0.380 -1.049 -0.5511
O -3.244 -3.621 2.369 -0.6249
O -1.849 -0.293 -1.799 -0.7114
O -4.258 -0.716 -0.505 -0.6227
O 3.571 3.512 1.050 -0.6401
O -1.326 2.973 3.609 -0.6048
O -1.333 2.079 -2.428 -0.5905
O -2.817 2.921 -0.244 -0.5784
O 3.311 -2.908 1.857 -0.6548
O 4.507 -0.299 -1.194 -0.6859
```

The HOMO energy is -10.274 eV. The spin multiplicity is 1.

---

B:
Entry from the Open Molecules 2025 dataset: a cluster of 13 separate species, H26O13 in total (ωB97M-V/def2-TZVPD).

```
39
Properties=species:S:1:pos:R:3:mulliken_charge:R:1
H -0.578 -1.135 0.027 0.2517
H -0.214 0.332 0.179 0.2469
H -2.800 -2.086 -0.078 0.3256
H -3.921 -2.921 -0.675 0.2950
H 4.027 -3.554 -2.156 0.3189
H 2.554 -3.234 -2.350 0.3146
H -2.933 3.070 2.872 0.3002
H -4.257 2.851 2.160 0.2894
H -2.515 2.595 -0.264 0.3239
H -3.664 3.323 -0.942 0.2829
H 1.378 -2.330 4.417 0.3130
H 1.656 -1.329 3.307 0.2969
H 3.766 1.254 -1.956 0.3000
H 3.240 -0.166 -2.082 0.2838
H 4.047 0.657 0.889 0.3062
H 5.160 0.396 1.891 0.3102
H 0.653 3.586 1.380 0.2795
H -0.440 3.423 0.336 0.3059
H -2.200 -0.046 1.058 0.2932
H -0.887 0.183 1.788 0.2608
H -2.809 0.311 -2.934 0.2616
H -2.158 1.403 -2.100 0.3083
H 0.143 1.676 -1.968 0.1818
H 0.641 0.327 -2.460 0.3266
H -0.197 -4.217 0.383 0.3027
H -0.382 -2.744 0.707 0.2926
O 0.061 -0.476 -0.267 -0.4047
O -3.108 -2.995 -0.162 -0.6071
O 3.287 -3.713 -2.752 -0.6371
O -3.326 2.607 2.124 -0.5662
O -2.710 3.193 -0.994 -0.6314
O 2.004 -2.131 3.712 -0.6129
O 3.784 0.486 -2.538 -0.5914
O 5.005 0.690 0.986 -0.6115
O 0.390 3.034 0.635 -0.5684
O -1.395 -0.499 1.335 -0.6830
O -2.476 0.495 -2.048 -0.5426
O 0.890 1.071 -1.901 -0.5545
O 0.287 -3.386 0.442 -0.5615
```

The HOMO energy is -9.666 eV. The spin multiplicity is 1.

---

C:
Entry from the Open Molecules 2025 dataset: a cluster of 13 separate species, H26O13 in total (ωB97M-V/def2-TZVPD).

```
39
Properties=species:S:1:pos:R:3:mulliken_charge:R:1
O -2.883 -3.320 -0.506 -0.6611
H -2.492 -4.013 0.075 0.3435
H -2.095 -2.770 -0.673 0.3683
O 0.986 -0.767 2.866 -0.7002
H 0.105 -1.109 2.644 0.2954
H 0.948 -0.327 3.777 0.3203
O 0.795 3.064 0.479 -0.7320
H 1.436 2.493 0.905 0.4590
H 0.539 2.433 -0.141 0.3443
O 1.991 1.100 -1.433 -0.7018
H 1.629 1.337 -2.284 0.2387
H 2.873 0.751 -1.672 0.3229
O 2.215 1.102 1.648 -0.5404
H 2.817 1.406 2.327 0.2510
H 1.712 0.418 2.041 0.3480
O -3.442 -0.821 0.902 -0.6113
H -2.867 -1.201 0.267 0.2763
H -4.057 -1.509 1.048 0.2798
O 0.722 -1.403 -2.862 -0.6114
H 1.046 -0.684 -3.357 0.2597
H 1.461 -1.804 -2.384 0.2961
O 3.677 2.759 -0.232 -0.6330
H 2.938 2.195 -0.491 0.4152
H 4.092 2.467 0.552 0.2886
O 0.714 -2.509 0.663 -0.6791
H 0.927 -2.927 -0.146 0.2643
H 0.480 -1.563 0.615 0.2589
O -0.812 2.024 2.445 -0.6771
H -0.509 2.663 1.803 0.4307
H -0.509 1.162 2.202 0.2251
O -0.177 0.198 0.098 -0.1527
H 0.716 0.360 -0.228 0.4803
H -0.579 -0.368 -0.544 0.0727
O -3.152 1.326 -1.288 -0.6279
H -2.447 0.671 -1.185 0.3252
H -3.388 1.253 -2.206 0.2674
O -1.725 -1.238 -1.554 -0.5712
H -1.095 -1.382 -2.265 0.0713
H -2.588 -1.468 -1.906 0.3960
```

The HOMO energy is -9.868 eV. The spin multiplicity is 1.

---

D:
Entry from the Open Molecules 2025 dataset: a cluster of 13 separate species, H26O13 in total (ωB97M-V/def2-TZVPD).

```
39
Properties=species:S:1:pos:R:3:mulliken_charge:R:1
O 24.593 6.304 13.860 -0.6402
H 24.768 5.334 13.710 0.3303
H 24.785 6.410 14.785 0.2774
O 23.666 0.827 10.219 -0.5988
H 23.035 1.322 10.750 0.3377
H 24.484 0.709 10.669 0.2685
O 25.539 3.805 14.271 -0.6204
H 24.647 3.456 14.266 0.3544
H 25.548 3.839 15.225 0.2999
O 20.632 1.593 9.287 -0.7313
H 19.843 2.041 8.887 0.3467
H 21.355 2.214 9.175 0.4219
O 25.394 2.863 8.822 -0.7208
H 25.486 2.824 9.789 0.3869
H 25.339 1.935 8.564 0.3250
O 23.857 6.194 9.744 -0.6788
H 23.567 5.388 10.221 0.3757
H 23.751 6.945 10.369 0.3098
O 21.363 2.383 11.576 -0.6791
H 20.711 2.511 12.251 0.2447
H 20.876 1.989 10.894 0.4053
O 20.115 3.358 13.743 -0.7168
H 20.962 3.818 13.834 0.4125
H 19.432 4.001 13.630 0.3127
O 22.651 3.350 8.555 -0.5965
H 22.494 3.135 7.652 0.2557
H 23.540 3.134 8.735 0.2870
O 21.087 5.461 9.126 -0.6237
H 21.700 4.739 8.876 0.4309
H 20.467 5.088 9.730 0.2650
O 25.627 2.887 11.593 -0.7000
H 25.476 2.202 12.222 0.2688
H 26.389 3.388 11.909 0.2582
O 23.252 4.243 11.519 -0.7179
H 24.183 3.947 11.481 0.5356
H 22.659 3.467 11.403 0.3501
O 22.693 4.196 14.244 -0.7336
H 22.830 4.652 13.441 0.3286
H 22.622 4.963 14.825 0.3685
```

The HOMO energy is -9.540 eV. The spin multiplicity is 1.

---

Preferred: D; penalty for the next structure: 1.332 eV.